{
  "formula": "C4H32BO24",
  "method": "ωB97M-V/def2-TZVPD",
  "elements": ["O", "C", "O", "B", "O", "C", "O", "O", "C", "O", "C", "O", "O", "O", "H", "H", "O", "H", "H", "O", "H", "H", "O", "H", "H", "O", "H", "H", "O", "H", "H", "O", "H", "H", "O", "H", "H", "O", "H", "H", "O", "H", "H", "O", "H", "H", "O", "H", "H", "O", "H", "H", "O", "H", "H", "O", "H", "H", "O", "H", "H"],
  "positions_angstrom": [[2.08058, -2.46451, -3.01235], [1.45166, -1.82998, -2.16926], [1.68934, -0.51223, -1.76832], [0.56455, -0.18274, -0.81989], [-0.26937, -1.40470, -0.68091], [0.11904, -2.33438, -1.57415], [-0.53884, -3.33200, -1.94140], [-0.22170, 1.00212, -1.27103], [-0.36998, 1.87254, -0.34151], [-1.02270, 2.92513, -0.40440], [0.38615, 1.34044, 0.88565], [1.03799, 0.23301, 0.47577], [0.51139, 2.01820, 1.92633], [-0.49367, 5.32934, 3.02568], [0.05661, 4.59308, 2.75858], [-1.25428, 4.92237, 3.44051], [-3.01665, -5.07960, -2.13158], [-2.18185, -5.29299, -2.54848], [-3.61272, -4.90984, -2.86103], [-3.57467, 3.66343, 1.24900], [-2.89441, 3.17817, 0.78210], [-3.68365, 4.46953, 0.74445], [-1.54894, -1.93516, 2.41519], [-1.04522, -1.46575, 3.08013], [-0.88952, -2.27614, 1.81092], [-3.05799, -3.68853, 0.08593], [-2.81320, -4.24790, -0.65125], [-3.57440, -2.98520, -0.30761], [0.81056, 2.57625, 4.54919], [1.00119, 2.63413, 3.61296], [-0.13488, 2.43330, 4.59323], [0.20005, -5.13032, -0.01938], [-0.17782, -4.45895, -0.58747], [-0.23863, -5.94010, -0.28022], [-0.00770, -0.41940, 4.10140], [0.47740, -0.35793, 4.92428], [0.66835, -0.51921, 3.43115], [2.20388, 4.48066, 1.77978], [2.97437, 4.06218, 2.16377], [1.98445, 3.93355, 1.02561], [-0.27182, 5.76668, 0.07215], [-1.06408, 5.57787, -0.43075], [-0.44014, 5.38957, 0.93568], [-3.06791, -2.31816, -3.08418], [-3.33198, -2.95062, -3.75238], [-2.47618, -2.80662, -2.51190], [4.58383, 0.55331, 0.05780], [3.74246, 0.29681, 0.43535], [4.74714, -0.09504, -0.62717], [2.82822, -4.46586, -4.82058], [2.62174, -3.93269, -4.05289], [3.78345, -4.44425, -4.87789], [-2.26190, 1.92942, -3.02405], [-1.46341, 1.98434, -2.49905], [-2.13092, 2.56540, -3.72734], [1.23991, -2.35722, 1.94168], [1.22363, -1.52566, 1.46790], [1.96097, -2.84564, 1.54449], [2.54022, 3.04039, -0.52288], [3.24536, 3.49541, -0.98328], [2.39670, 2.24269, -1.03210]],
  "forces_ev_per_angstrom": [[1.392, 0.371, -0.525], [-3.806, -1.730, 0.964], [-1.031, 0.014, 1.179], [0.215, -2.759, -2.170], [-0.442, 1.595, 0.585], [3.709, 1.692, -2.047], [-0.349, -0.148, 0.524], [-0.089, 0.122, -1.182], [-1.870, 1.763, 0.666], [1.333, -2.092, 0.281], [1.323, 2.097, 1.643], [-0.117, 1.817, 2.869], [-0.208, -2.777, -2.882], [-0.255, 0.431, -0.046], [0.632, -0.347, -0.006], [-0.244, -0.152, 0.004], [-0.180, -0.934, -0.466], [0.587, 0.165, -0.063], [-0.233, 0.116, -0.002], [-0.412, 0.141, 0.425], [0.483, -0.230, -0.289], [0.044, 0.118, -0.131], [-0.673, 0.097, -0.039], [0.001, -0.015, 0.306], [0.058, -0.330, -0.346], [-0.241, 0.087, 0.975], [0.015, 0.069, -0.178], [0.059, 0.272, -0.086], [0.290, 0.376, 0.957], [0.000, -0.228, -0.413], [-0.152, -0.221, -0.149], [0.538, -0.916, 0.859], [-0.332, 0.816, -0.763], [-0.079, -0.101, -0.003], [-0.188, 0.177, 0.356], [0.103, 0.093, 0.157], [0.327, -0.031, -0.259], [-0.111, 0.631, 0.672], [0.097, -0.169, 0.081], [-0.059, -0.293, -0.520], [0.177, 0.580, -0.462], [-0.054, -0.293, -0.127], [-0.074, -0.051, 0.500], [-0.849, 0.465, -0.375], [0.078, 0.029, -0.188], [0.946, -0.180, 0.465], [0.455, 0.245, 0.138], [-0.425, -0.050, 0.014], [-0.144, -0.201, -0.240], [0.278, -0.777, -0.755], [-0.536, 0.817, 0.712], [0.126, 0.048, 0.016], [-0.518, 0.089, -0.423], [0.216, -0.161, 0.269], [0.012, 0.112, -0.137], [0.232, -0.028, 0.638], [-0.098, 0.339, -0.509], [0.028, -0.277, -0.241], [-0.163, 0.042, -0.021], [0.157, 0.133, -0.025], [0.016, -0.469, -0.188]],
  "lowdin_spin": [0.197, 0.223, 0.059, 0.009, 0.089, 0.244, 0.158, 0.002, 0.000, 0.000, 0.000, 0.001, 0.000, 0.000, 0.000, 0.000, 0.000, 0.000, 0.000, 0.000, 0.000, 0.000, 0.000, 0.000, 0.000, 0.000, 0.000, 0.000, 0.000, 0.000, 0.000, 0.005, 0.003, 0.000, 0.000, 0.000, 0.000, 0.000, 0.000, 0.000, 0.000, 0.000, 0.000, 0.002, 0.000, 0.000, 0.000, 0.000, 0.000, 0.001, 0.000, 0.000, 0.000, 0.000, 0.000, 0.003, 0.000, 0.001, 0.000, 0.000, 0.000],
  "lumo_ev": [4.39, 4.38],
  "e_homo_ev": [0.53, -3.36],
  "multiplicity": 2,
  "total_energy_ha": -2002.51427,
  "e_above_lowest_kj_mol": 68.19,
  "s2": 0.753,
  "charge": -2,
  "orbital_gap_ev": [3.858, 7.741]
}